[1]
Entry from OMol25: a cluster of 11 separate species, C2H26N4O11 in total (wB97M-V/def2-TZVPD).

CARTESIAN COORDINATES (ANGSTROEM)
N (-0.64, -2.43, 1.16)
C (-0.08, -3.67, 1.09)
N (1.01, -3.73, 0.26)
O (-0.52, -4.65, 1.65)
H (-1.45, -2.23, 1.72)
H (-0.14, -1.64, 0.78)
H (1.66, -4.48, 0.44)
H (1.40, -2.91, -0.19)
N (2.53, 3.72, 1.64)
C (1.53, 2.91, 1.21)
N (1.77, 2.21, 0.04)
O (0.45, 2.84, 1.77)
H (3.34, 3.88, 1.07)
H (2.42, 4.27, 2.46)
H (2.70, 1.99, -0.26)
H (0.99, 1.69, -0.30)
O (0.41, 1.49, -3.21)
H (0.15, 2.21, -2.62)
H (1.30, 1.73, -3.50)
O (-2.53, 1.04, -3.00)
H (-2.85, 0.14, -3.09)
H (-1.67, 1.05, -3.45)
O (-0.71, 0.37, -0.52)
H (-1.52, 0.18, -1.01)
H (-0.01, 0.20, -1.16)
O (0.08, 0.06, 2.71)
H (0.90, -0.41, 2.52)
H (0.16, 0.88, 2.19)
O (2.93, -0.58, 1.57)
H (3.28, -1.44, 1.80)
H (2.63, -0.66, 0.65)
O (-2.88, -1.45, -0.85)
H (-2.58, -2.22, -1.35)
H (-3.23, -1.81, -0.03)
O (-4.01, 1.24, -0.61)
H (-3.54, 0.40, -0.57)
H (-3.75, 1.64, -1.44)
O (2.32, -1.39, -1.22)
H (1.97, -1.58, -2.10)
H (3.17, -1.84, -1.18)
O (-2.55, 0.98, 1.98)
H (-2.62, 1.59, 1.23)
H (-1.81, 0.40, 1.76)

ΔE to the lowest compared entry with this formula, charge and spin ... 0.279 eV
Electronic energy ... -1138.5458 Ha
Multiplicity ... 1
LUMO level ... -0.76 eV
SMILES string ... NC(N)=O.NC(N)=O.O.O.O.O.O.O.O.O.O

---

[2]
Entry from OMol25: an isolated molecule of C9H12O3 (wB97M-V/def2-TZVPD).

CARTESIAN COORDINATES (ANGSTROEM)
O (2.62, 1.76, 0.58)
C (2.34, 0.48, 1.07)
C (2.46, -0.62, 0.01)
C (1.47, -0.45, -1.15)
C (0.05, -0.34, -0.68)
C (-0.59, -1.44, -0.12)
C (-1.89, -1.34, 0.35)
C (-2.57, -0.14, 0.26)
O (-3.86, 0.03, 0.71)
C (-1.94, 0.98, -0.31)
O (-2.59, 2.16, -0.41)
C (-0.64, 0.86, -0.77)
H (1.94, 1.99, -0.06)
H (3.07, 0.30, 1.87)
H (1.33, 0.45, 1.51)
H (2.28, -1.58, 0.50)
H (3.48, -0.62, -0.38)
H (1.57, -1.31, -1.82)
H (1.74, 0.44, -1.73)
H (-0.07, -2.38, -0.05)
H (-2.38, -2.20, 0.78)
H (-4.18, -0.80, 1.07)
H (-3.48, 2.04, -0.03)
H (-0.19, 1.73, -1.21)

ΔE to the lowest compared entry with this formula, charge and spin ... 0.000 eV
Electronic energy ... -575.8645 Ha
Multiplicity ... 1
LUMO level ... 0.56 eV
SMILES string ... OCCCc1ccc(O)c(O)c1